1.
The following is a quantum chemistry calculation of C30H46AsBrCl2MgN4O3Si3 as an isolated structure, from the Open Molecules 2025 dataset.

Net charge: +2
HOMO energy: -13.007 eV
Relative energy (zero: lowest compared OMol25 entry of this formula, charge and spin): 0.3771 eV
Orbital gap: 7.7 eV

Last column: Mulliken charge in e.
CARTESIAN COORDINATES (ANGSTROEM)
Mg -0.069 -0.432 0.223  0.62
C -0.838 -4.736 0.816  -1.16
O -0.052 -3.555 0.941  -0.22
C 1.171 -3.723 1.518  0.34
C 1.608 -4.896 2.112  -0.43
C 2.927 -4.997 2.543  -0.56
Br 3.505 -6.606 3.319  -0.14
C 3.818 -3.952 2.386  -0.85
C 3.373 -2.758 1.826  0.13
C 2.054 -2.656 1.419  1.37
O 1.610 -1.492 0.752  0.63
C 4.325 -1.650 1.616  -0.70
N 5.380 -1.726 0.863  -0.54
C 5.934 -0.453 0.892  0.66
C 7.064 0.039 0.237  -0.69
C 7.383 1.367 0.426  -0.54
C 6.608 2.198 1.255  -0.54
C 5.487 1.729 1.911  -0.85
C 5.166 0.390 1.705  0.32
N 4.123 -0.401 2.154  0.29
H -0.279 -5.519 0.302  0.55
H -1.699 -4.464 0.215  0.24
H -1.163 -5.093 1.796  0.35
H 0.951 -5.746 2.221  0.55
H 4.852 -4.042 2.683  0.63
H 2.359 -1.179 0.208  -0.40
H 7.659 -0.607 -0.394  0.49
H 8.254 1.781 -0.061  0.43
H 6.902 3.230 1.385  0.43
H 4.899 2.372 2.552  0.46
H 3.473 -0.174 2.889  0.23
N -4.670 -4.202 1.641  -0.29
C -4.755 -2.874 1.408  -0.18
O -5.618 -2.360 0.735  -0.56
C -3.653 -2.031 2.015  0.10
C -3.717 -1.574 3.324  -0.16
C -2.695 -0.772 3.804  -0.96
C -1.656 -0.435 2.959  -0.75
N -1.607 -0.829 1.680  0.11
C -2.588 -1.620 1.229  -0.02
H -5.429 -4.782 1.315  0.29
H -4.057 -4.578 2.344  0.22
H -4.550 -1.845 3.959  0.55
H -2.702 -0.408 4.821  0.52
H -0.843 0.189 3.308  0.58
H -2.535 -1.931 0.192  0.29
Cl 2.511 1.295 -0.410  -0.04
C 3.651 0.606 -1.602  -0.26
Cl 3.337 -1.115 -1.833  -0.07
H 4.654 0.731 -1.199  0.15
H 3.501 1.129 -2.541  0.37
C 1.149 3.236 -2.923  -0.90
Si -0.242 2.036 -3.284  0.64
C 0.342 0.450 -4.067  -0.99
C -1.479 2.909 -4.371  -1.25
As -1.303 1.306 -1.231  -0.03
Si -1.422 3.292 0.124  0.22
C 0.284 3.520 0.860  -0.81
C -1.909 4.676 -1.015  -0.91
C -2.638 3.115 1.523  -0.95
Si -3.553 0.607 -1.793  0.64
C -3.403 -1.189 -2.328  -1.23
C -4.571 0.890 -0.261  -0.99
C -4.303 1.605 -3.166  -1.20
H 1.974 3.052 -3.615  0.44
H 1.540 3.195 -1.912  0.07
H 0.805 4.254 -3.109  0.44
H 0.876 0.672 -4.993  0.44
H -0.506 -0.188 -4.324  0.32
H 1.011 -0.124 -3.422  0.13
H -0.945 3.651 -4.968  0.43
H -2.246 3.436 -3.808  0.33
H -1.969 2.223 -5.060  0.37
H 0.999 3.922 0.144  0.32
H 0.692 2.586 1.259  0.06
H 0.225 4.219 1.697  0.48
H -1.223 4.782 -1.855  0.19
H -1.917 5.622 -0.471  0.42
H -2.913 4.517 -1.412  0.28
H -2.375 2.310 2.212  0.20
H -3.658 2.959 1.184  0.31
H -2.617 4.050 2.087  0.43
H -2.406 -1.613 -2.190  0.30
H -3.634 -1.269 -3.391  0.45
H -4.125 -1.810 -1.796  0.38
H -4.027 0.757 0.673  0.09
H -5.416 0.202 -0.248  0.46
H -4.963 1.908 -0.284  0.45
H -3.849 1.429 -4.138  0.33
H -4.304 2.676 -2.962  0.30
H -5.348 1.286 -3.226  0.38

---

2.
The following is a quantum chemistry calculation of a 3-piece molecular cluster, C50H57BCl2NO8P2 overall at a distorted geometry, from the Open Molecules 2025 dataset.

Net charge: -1
HOMO energy: -3.789 eV
Orbital gap: 3.5 eV

Last column: Mulliken charge in e.
CARTESIAN COORDINATES (ANGSTROEM)
C 2.281 3.844 -8.773  -0.83
C 1.719 5.233 -8.198  -0.32
O 1.171 4.960 -6.869  -0.40
C 2.294 5.205 -5.951  -0.29
C 2.027 4.308 -4.647  -0.18
O 3.148 3.491 -4.280  -0.26
C 4.171 4.181 -3.524  -2.15
P 4.744 3.288 -1.881  2.43
C 5.834 4.904 -1.723  -1.48
C 3.300 4.300 -1.089  0.80
C 2.637 4.011 0.272  -0.54
O 3.044 4.054 1.472  -0.66
C 1.012 3.775 0.293  0.42
C 0.212 4.926 -0.428  -0.32
C -1.350 4.870 -0.575  -0.58
C -2.044 3.606 0.004  -0.29
C -1.238 2.471 0.738  -0.63
C 0.331 2.527 0.895  -0.33
B 3.524 1.778 -2.198  -0.15
O 3.703 0.808 -3.307  -0.88
N 2.183 1.534 -1.571  0.84
C 1.890 0.129 -1.189  -1.14
C 1.034 1.880 -2.506  -0.85
C 5.431 2.701 -0.204  -0.84
Cl 4.553 1.213 0.528  -0.20
C 6.973 2.375 0.068  0.25
C 8.123 3.437 -0.080  -1.06
Cl 6.962 2.173 1.978  -0.23
P 6.443 2.300 -2.886  0.49
C 6.595 0.404 -2.540  -1.33
C 6.237 2.171 -4.801  -0.54
C 7.107 3.320 -5.587  -0.86
H 2.019 3.797 -9.883  0.30
H 1.904 2.921 -8.192  0.23
H 3.430 3.888 -8.686  0.21
H 2.537 6.039 -8.040  0.28
H 0.910 5.732 -8.831  0.33
H 3.303 4.843 -6.388  0.22
H 2.274 6.323 -5.720  0.13
H 1.601 4.960 -3.801  0.02
H 1.167 3.578 -4.911  0.33
H 5.080 4.549 -4.153  0.13
H 3.673 5.214 -3.307  0.64
H 6.843 4.635 -2.228  0.22
H 6.064 5.206 -0.654  0.31
H 5.450 5.814 -2.274  0.47
H 3.608 5.419 -1.104  0.59
H 2.436 4.239 -1.861  -0.96
H 0.722 5.836 -0.888  0.30
H -1.863 5.721 -1.126  0.31
H -3.175 3.532 -0.105  0.34
H -1.793 1.540 1.135  0.31
H 0.942 1.709 1.397  0.59
H 3.919 -0.083 -2.971  0.24
H 1.325 -0.446 -2.000  0.32
H 1.314 0.074 -0.184  0.16
H 2.869 -0.467 -1.007  0.27
H 0.776 2.989 -2.508  -0.10
H 0.116 1.355 -2.030  0.51
H 1.206 1.491 -3.572  0.19
H 5.302 3.577 0.555  0.62
H 7.373 1.345 -0.175  0.27
H 8.462 3.517 -1.177  0.19
H 9.060 3.080 0.500  0.41
H 7.870 4.481 0.338  0.25
H 6.112 -0.238 -3.350  0.31
H 7.726 0.151 -2.558  0.32
H 6.182 0.094 -1.526  0.33
H 6.721 1.194 -5.206  0.45
H 5.154 2.115 -5.140  0.31
H 6.492 3.702 -6.489  0.16
H 8.123 2.894 -5.898  0.33
H 7.237 4.166 -4.834  0.22
C -7.827 -1.459 -2.378  -0.43
C -7.079 -0.284 -2.339  -0.54
C -6.362 0.048 -1.195  -0.52
C -6.400 -0.790 -0.080  0.16
C -7.168 -1.954 -0.110  0.31
C -7.872 -2.293 -1.266  -0.59
C -7.256 -2.827 1.083  0.46
O -7.924 -3.847 1.056  -0.70
C -6.527 -2.437 2.312  0.30
C -6.646 -3.218 3.462  -0.64
C -5.955 -2.868 4.617  -0.24
C -5.135 -1.741 4.624  -0.70
C -5.018 -0.957 3.482  -0.51
C -5.722 -1.298 2.326  0.16
C -5.618 -0.437 1.127  0.60
O -4.905 0.551 1.134  -0.69
H -8.379 -1.722 -3.274  0.38
H -7.054 0.373 -3.202  0.40
H -5.777 0.962 -1.172  0.54
H -8.461 -3.204 -1.300  0.45
H -7.281 -4.099 3.463  0.47
H -6.053 -3.474 5.512  0.45
H -4.590 -1.472 5.523  0.39
H -4.381 -0.078 3.495  0.51
C -3.154 -5.666 9.872  -0.53
C -2.574 -6.851 10.318  -0.46
C -2.672 -8.007 9.550  -0.59
C -3.361 -7.982 8.337  0.27
C -3.962 -6.801 7.902  0.21
C -3.847 -5.639 8.667  -0.46
C -4.737 -6.773 6.641  0.38
O -5.260 -5.741 6.258  -0.65
C -4.876 -8.021 5.857  0.09
C -5.652 -8.024 4.697  -0.47
C -5.777 -9.189 3.946  -0.60
C -5.121 -10.351 4.347  -0.39
C -4.352 -10.353 5.505  -0.65
C -4.236 -9.190 6.268  0.41
C -3.444 -9.212 7.518  0.53
O -2.873 -10.230 7.872  -0.68
H -3.069 -4.762 10.467  0.40
H -2.044 -6.875 11.265  0.39
H -2.214 -8.926 9.901  0.46
H -4.301 -4.713 8.327  0.48
H -6.163 -7.121 4.377  0.60
H -6.385 -9.190 3.047  0.41
H -5.213 -11.257 3.757  0.39
H -3.847 -11.263 5.814  0.46